(1)
Molecular formula: C3H6O3Zn
Method: DFT, the ωB97M-V functional and the def2-TZVPD basis

Cartesian coordinates (Å):
H  0.52031  -0.63871  1.30558
Zn  -0.04164  -0.14383  -1.90851
C  -0.33412  -0.25459  0.72343
O  -1.59391  -2.31850  0.35426
C  -0.98006  -1.36661  -0.07466
C  0.71525  1.88826  0.30978
H  0.01526  2.35424  1.01501
O  0.12468  0.70699  -0.23119
H  -0.16304  -2.70840  -1.76037
O  0.24627  -1.91165  -1.40953
H  1.65259  1.63426  0.82173
H  -1.08112  0.20319  1.38752
H  0.91953  2.55534  -0.53305

As for the multiplicity: 2. The net charge is +1. For the HOMO energy (spin up / spin down), the calculation gives -0.444 / -0.579 hartree. As for the orbital gap (spin up / spin down): 5.9 / 9.6 eV. The total energy comes out at -57758.089 eV.



(2)
Molecular formula: C5H6O2S
Method: DFT, the ωB97M-V functional and the def2-TZVPD basis

Cartesian coordinates (Å):
H  0.72534  -2.56137  -1.75744
H  -0.38607  2.45518  -0.42900
S  0.22876  -0.10759  -1.68497
H  -0.06594  -3.10698  0.54798
H  -0.01569  2.51338  1.18272
O  -1.07757  -1.33487  0.89400
C  0.18659  -1.86079  -1.21831
H  1.29499  -0.11078  0.69798
C  0.38868  2.09953  0.14084
C  -0.27799  -2.09689  0.14860
C  -0.94250  0.04251  0.63161
H  1.32769  2.76188  -0.06431
C  0.43564  0.45112  0.06373
O  -1.82193  0.85569  0.84657

As for the multiplicity: 1. The net charge is 0. For the HOMO energy, the calculation gives -0.320 hartree. As for the orbital gap: 9.1 eV. The total energy comes out at -20210.080 eV. As for the SMILES: C[C@@H]1SC=COC1=O.



(3)
Molecular formula: C31H85N3O13
Method: DFT, the ωB97M-V functional and the def2-TZVPD basis

Cartesian coordinates (Å):
H  0.70008  2.89853  3.08391
H  2.83400  -0.56242  1.23528
O  3.56585  -3.06581  0.72924
H  1.80089  -7.48569  -4.90851
O  4.95365  -5.47091  -3.65380
O  -1.16310  -6.24507  2.12497
H  -0.93569  -4.26022  1.36624
H  5.95475  1.14684  3.14051
C  -6.96322  4.94325  -5.56434
H  6.45435  2.81363  2.63350
H  -0.98328  -5.65369  0.25654
H  1.76786  7.33673  -3.44372
H  -3.64274  5.61335  -0.44883
C  0.67071  3.47152  4.01068
H  0.28135  -1.82686  -1.09918
H  -2.97443  1.25140  3.65608
H  2.30034  3.47107  -2.38278
H  3.93138  6.06088  -2.50461
H  0.71919  -6.88878  -1.22618
H  0.63424  3.00976  -0.12803
H  0.75924  -0.20285  2.49609
C  2.94857  -2.19544  -0.24216
H  -8.38431  4.56512  -3.85412
H  2.85428  -4.47167  4.41460
C  -7.72974  3.08457  -6.79842
C  1.84113  6.56499  -2.67746
C  -0.49531  -4.64658  3.98943
H  6.77199  -4.30090  -3.74057
H  -0.76113  -3.85565  3.28808
C  -7.08975  4.72881  -1.74309
H  5.39927  -3.60933  -4.41093
H  -3.77865  2.83190  3.98877
H  0.50397  2.93546  4.94499
H  1.41918  -2.43218  1.64277
C  1.54519  -6.27944  -3.13206
H  -0.88805  -6.75188  4.02596
H  0.58096  -1.21116  6.88848
H  -6.25460  5.77020  -5.61012
O  -0.01159  -1.88016  -2.01184
C  1.89573  -4.02581  4.14911
H  3.61493  1.65386  2.64199
C  3.00160  5.58499  -2.81628
H  -8.43721  3.63121  -7.42192
H  0.87977  -0.13181  5.53163
H  -2.43981  -5.17054  0.76770
H  5.87220  1.56351  1.55420
C  -7.33665  4.43423  -4.12505
C  -0.78566  -3.10929  -2.14335
N  0.89442  -5.06116  4.20479
H  -1.50506  -3.03168  -2.95855
H  3.80212  -1.69356  -0.69786
H  -1.54752  0.67660  1.49738
H  -1.35115  -3.16912  -1.21344
C  5.71531  2.01889  2.53201
H  2.51090  4.58379  -1.00294
H  1.98636  -3.58757  3.15521
C  -1.42074  -5.21259  1.15217
C  1.77448  -2.83922  5.08961
H  4.35121  4.18764  1.28614
H  2.55795  3.96771  3.86463
H  1.20210  -5.36784  -1.17358
H  4.11538  2.66430  0.41709
H  2.07909  7.07370  -1.74329
O  0.18891  1.27711  0.74834
H  2.48296  -6.45573  -1.13080
C  2.89458  4.29148  -1.98041
C  -4.02027  4.69682  0.00453
H  0.56452  -5.99798  -3.51568
H  -7.39470  3.68299  -1.70614
N  -6.67286  5.23946  -3.05065
C  -1.24705  -5.89596  3.45446
C  -3.72276  1.97059  3.32311
H  -0.81937  -4.38427  4.99654
H  -0.21444  4.09142  3.86813
H  -4.35748  4.77977  1.03772
H  -3.19985  3.98441  -0.08203
H  5.51506  -3.62235  -2.74250
H  -7.48060  2.24523  -7.44768
H  -8.10824  2.64774  -5.87429
O  0.50209  -2.17247  5.06330
O  3.40231  5.32561  -4.18408
H  -5.64256  2.05282  3.48085
H  -7.83328  5.48727  -5.93197
H  2.93468  -7.75620  -3.52174
H  3.58562  6.21548  -4.49413
H  -0.11954  -3.96459  -2.25674
O  -6.60669  3.86644  -6.41194
O  -4.99562  1.36556  3.30552
C  4.23281  2.54615  2.54132
H  2.39470  -2.72148  -1.01973
H  -3.68846  2.16657  2.25142
O  1.74123  4.38437  4.14919
H  1.87725  -0.29281  -0.23731
H  1.86927  -3.26921  6.08672
C  -6.18426  5.13572  -0.67133
H  -7.26151  3.34849  -4.06506
H  4.03042  -5.21793  -3.72630
C  4.14236  -4.15407  0.09904
C  0.08452  -0.72736  1.81954
H  2.53308  -2.06206  5.18275
C  1.53345  -6.29492  -1.64137
O  -5.07533  4.30087  -0.79330
H  -0.67355  -1.10129  2.50771
C  -0.27348  2.42576  0.02395
H  3.35875  -4.78922  -0.31404
H  4.56855  -4.85829  0.81354
H  -0.76550  -0.79348  5.71797
H  -8.06132  5.14630  -1.47880
C  3.80862  3.24229  1.28883
C  -0.71756  0.19887  0.97679
O  4.12622  3.40865  3.69932
C  2.17815  -1.03379  0.50330
H  -1.15387  -0.21684  0.06853
H  2.20807  -5.24148  -4.65669
N  1.03481  -1.67382  1.09755
H  -1.00502  2.96597  0.62489
C  0.29681  -0.99264  5.85911
C  5.69167  -4.27413  -3.59813
H  1.19246  -5.83130  3.62329
H  4.91044  -4.09527  -0.67212
H  -5.68941  5.02046  -3.12113
C  1.89740  -7.63174  -3.83266
H  0.84124  6.13262  -2.71461
H  -6.69545  4.86835  0.25349
H  3.90045  3.87292  -1.94653
H  -2.29312  -5.74319  3.71998
H  -5.86264  6.17391  -0.75407
H  -0.67661  2.23509  -0.97065
H  1.36409  -8.55271  -3.59708
H  2.74517  3.41390  1.12230
O  2.43411  -5.23410  -3.72372
H  4.87902  4.00363  3.66959

As for the multiplicity: 1. The net charge is 0. For the HOMO energy, the calculation gives -0.320 hartree. As for the orbital gap: 9.2 eV. The total energy comes out at -64602.515 eV. As for the SMILES: COCCNCCOC.COCCNCCOC.COCCNCCOC.CC(C)O.CC(C)O.CC(C)O.CO.CO.CO.CO.



(4)
Molecular formula: C27H43BaN4O2PS5
Method: DFT, the ωB97M-V functional and the def2-TZVPD basis

Cartesian coordinates (Å):
H  -0.03795  -0.79389  4.16949
H  -3.31567  4.29003  -3.54761
H  -1.96770  3.74308  0.57481
C  -1.78489  -0.48475  -2.95297
H  -1.51655  -0.59201  5.13565
C  -2.53572  3.72895  -3.03200
H  -4.66284  2.36037  0.93151
H  -3.65002  1.87102  -3.02562
C  1.86326  3.66418  2.42591
C  -2.37395  -0.71307  -4.34555
C  4.87335  -1.74856  1.24772
H  -1.57248  4.12020  -3.36173
C  4.61391  -0.47214  1.71355
C  6.25887  -2.32338  1.32602
N  -2.66387  2.02870  1.57353
N  -1.78487  -0.55950  3.02737
C  0.35544  1.39017  -4.67279
C  3.33229  0.03559  1.58509
H  -0.99680  -2.49012  2.78081
H  -0.84323  -1.03344  -2.83666
P  -1.43190  1.24746  -2.37534
C  3.83156  -2.47287  0.68019
H  -4.00228  0.75794  0.53810
H  0.31191  2.74194  -2.97293
H  -2.32209  2.03891  3.61867
H  -1.81127  -2.19218  -0.24658
H  -0.43088  1.84059  -5.28211
C  -3.04244  1.60652  2.92211
S  3.16828  5.28505  0.81708
S  1.49906  3.10705  -0.30908
Ba  0.04297  0.76270  0.81527
C  0.44457  -4.54664  -1.08659
H  -0.77168  0.79658  4.30700
H  -0.33442  -6.19276  -2.21593
H  6.84540  -1.91127  0.49836
H  0.36971  0.31800  -4.87468
H  1.56636  -5.29782  -3.32380
H  -1.69693  -4.43325  -1.30315
C  -0.99149  -0.26564  4.22472
O  6.18008  -3.73667  1.23457
H  -2.49044  -1.78308  -4.53547
C  -2.29972  3.45137  1.57352
N  0.20704  -2.04807  0.10843
H  -2.60490  -2.24646  2.07862
H  -2.55574  2.03385  -4.39031
H  -1.47488  3.62127  2.26488
H  -1.74771  -0.30208  -5.13519
H  2.53345  -4.31958  -0.73079
C  -2.66122  2.23205  -3.32246
H  4.02118  -3.48073  0.34552
S  0.88387  2.40258  3.15436
C  1.55855  -3.86941  -0.60794
H  -2.62040  3.93546  -1.96323
C  -3.09383  0.09666  3.09234
H  -3.45196  2.17237  -0.35763
H  3.08590  1.03164  1.94465
C  2.09389  3.92500  1.12239
C  3.46982  5.77413  2.43886
C  -0.79641  -3.94829  -0.94722
H  1.30773  1.80010  -5.01424
H  0.94863  1.18241  -2.60442
C  -0.85777  -2.70116  -0.35044
H  -2.42552  -2.42246  3.83364
N  2.33493  -0.65962  1.03333
C  0.16584  1.68011  -3.18616
H  -4.03152  2.01284  3.18915
H  0.81886  -6.64230  -0.96494
H  7.06336  -4.10416  1.33312
S  2.68165  4.73251  3.55925
C  0.60183  -5.90092  -1.73389
C  -3.75431  1.81743  0.62709
H  -3.15592  4.08246  1.85899
C  -1.96241  -2.00406  2.92693
H  -3.36121  -0.25797  -4.43408
H  5.38760  0.12815  2.17536
H  -2.46883  -0.90837  -2.21156
C  2.57755  -1.89656  0.58814
H  -3.72319  -0.33714  2.31271
C  1.40987  -2.63268  -0.00007
H  -3.58412  -0.12703  4.05365
S  4.53010  6.96378  2.86769
H  6.72966  -2.00324  2.25829
O  1.69562  -5.95589  -2.63326

As for the multiplicity: 1. The net charge is 0. For the HOMO energy, the calculation gives -0.212 hartree. As for the orbital gap: 5.0 eV. The total energy comes out at -102913.449 eV.